Density functional theory data (ωB97M-V with the def2-TZVPD basis set) for a cluster of 2 separate species, C3H9NO3 in total.

Last column: Mulliken charge in e.
Cartesian coordinates (Å):
C  -0.391121  -0.860116  -0.193277  -0.361
C  -1.559082  -1.075603  0.754035  -0.506
C  -1.154628  -1.240307  2.205561  0.517
O  0.093865  -0.839530  2.468707  -0.421
O  -1.894150  -1.743368  3.013173  -0.557
N  -0.885491  -0.609660  -1.587082  -0.587
H  0.114195  -1.805591  -0.398989  0.308
H  0.113608  0.046467  0.136659  0.252
H  -2.197018  -1.904736  0.442327  0.336
H  -2.292251  -0.250943  0.758258  0.249
H  0.307260  -0.753881  3.386733  0.335
H  -0.212551  -0.931825  -2.253881  0.221
H  -1.080787  0.375105  -1.670501  0.213
H  3.646057  3.932112  -1.543659  0.324
H  3.422283  4.038550  -3.107341  0.325
O  3.969810  3.623325  -2.410725  -0.649

Force components x, y, z for each atom (eV/Å):
C -1.5 0.3 -2.0
C -0.2 0.1 0.2
C -1.0 -1.1 -0.1
O 0.4 0.6 -1.4
O 0.3 0.4 0.3
N -0.8 0.0 1.3
H 0.8 0.3 1.2
H 1.0 -0.7 0.2
H 0.3 -0.3 0.2
H 0.5 0.2 -0.2
H -0.2 -0.3 1.1
H 0.3 0.3 -0.3
H 0.1 0.1 -0.6
H 0.1 -0.1 -0.8
H 0.4 -0.2 0.8
O -0.4 0.3 0.0

Multiplicity: 1
M: 107.1 g mol⁻¹
SMILES: NCCC(=O)O.O
Frontier orbital gap: 10.0 eV
Energy: -10889.366 eV
HOMO level: -9.418 eV
Energy above the lowest of the compared OMol25 structures with the same formula, charge and spin: 117.26 kJ/mol
Maximum force: 2.49 eV/Å


Density functional theory data (ωB97M-V with the def2-TZVPD basis set) for an isolated molecule of C3H7FN2S.

Last column: Mulliken charge in e.
Cartesian coordinates (Å):
C  -0.160330  0.415799  1.631332  -0.810
C  0.105683  -0.403627  -0.705599  0.733
C  0.794958  0.939483  -1.104097  -0.494
H  -1.174872  0.827191  1.627658  0.284
H  0.019326  -0.009079  2.581261  0.327
H  0.595673  1.249633  1.475096  0.304
H  -1.591166  -2.165114  0.271183  0.148
H  -0.267528  -0.861441  -2.501989  0.216
H  1.712532  1.058313  -0.591300  0.287
H  0.977701  0.987008  -2.202306  0.314
N  0.016187  -0.624343  0.655440  -0.133
N  -0.405506  -1.250593  -1.528500  -0.719
F  -0.044774  1.985617  -0.765632  -0.260
S  -0.577885  -2.148848  1.157452  -0.196

Force components x, y, z for each atom (eV/Å):
C 0.8 1.9 -0.7
C -0.3 0.6 -0.4
C -1.4 -1.1 -1.0
H 0.1 0.1 -0.1
H 0.2 -0.3 1.1
H -1.0 -0.9 0.2
H -0.1 -0.2 0.1
H -0.1 -0.8 1.3
H 1.0 0.1 0.6
H -0.2 -0.2 0.7
N 0.4 -0.9 -0.4
N 0.8 1.5 -1.1
F -0.1 0.3 0.0
S -0.1 0.1 -0.3

Multiplicity: 1
M: 122.2 g mol⁻¹
SMILES: [H]/N=C(\CF)N(C)S
Frontier orbital gap: 9.6 eV
Energy: -19756.198 eV
HOMO level: -8.738 eV
Energy above the lowest of the compared OMol25 structures with the same formula, charge and spin: 94.73 kJ/mol
Maximum force: 2.20 eV/Å


> Among the records above, which one has the highest frontier orbital gap?

C3H9NO3


> Which formula does entry 2 have?

C3H7FN2S